Computed, not measured: a cluster of 2 separate species, C3H4N2 in total, with the ωB97M-V functional and the def2-TZVPD basis.

Last column: Löwdin charge in e.
Element x y z (Å)
N  -1.096280  1.453606  0.439086  0.09
N  -1.474104  0.381914  -0.038443  -0.24
C  -1.894399  -0.700392  -0.332593  0.05
C  2.079511  0.064018  0.226581  -0.01
C  1.337735  -0.884034  0.222549  -0.02
H  0.648960  -1.702498  0.227324  0.02
H  -0.079045  1.506141  0.309996  0.04
H  -2.288948  -1.000942  -1.292758  0.05
H  2.766570  0.882186  0.238257  0.02

Atoms 1-2, force components in eV/Å:
-0.0623 -0.2962 -0.1514
-0.1371 -0.3553 -0.0630

**HOMO level**: -9.16 eV
**Frontier orbital gap**: 10.200 eV
**Maximum force**: 0.01269 hartree/bohr
**LUMO**: 1.044 eV
**Energy relative to the best compared isomer or geometry (same formula, charge and spin)**: 120.9 kcal/mol
**Electronic energy**: -6150.660 eV

---

Computed, not measured: a structure of composition C3H4N2 at a distorted geometry, with the ωB97M-V functional and the def2-TZVPD basis.

Last column: Löwdin charge in e.
Element x y z (Å)
N  -0.027285  -1.806442  1.433196  0.19
N  0.192631  1.136543  0.306226  0.03
C  0.103142  -0.295330  0.294288  -0.45
C  -0.937739  -1.173532  1.003858  -0.07
C  0.074113  0.415671  -0.986731  -0.12
H  -0.815973  0.545778  -1.594326  0.11
H  1.010956  0.349819  -1.537241  0.10
H  -0.667938  1.620029  0.551414  0.10
H  1.068093  -0.792538  0.529316  0.11

Atoms 1-2, force components in eV/Å:
-2.5410 -1.2390 1.1325
0.0563 0.4307 0.0404

**HOMO level**: -9.85 eV
**Frontier orbital gap**: 9.768 eV
**Maximum force**: 0.05922 hartree/bohr
**LUMO**: -0.087 eV
**Energy relative to the best compared isomer or geometry (same formula, charge and spin)**: 108.3 kcal/mol
**Electronic energy**: -6151.206 eV

---

Computed, not measured: an isolated molecule of C3H4N2 at a distorted geometry, with the ωB97M-V functional and the def2-TZVPD basis.

Last column: Löwdin charge in e.
Element x y z (Å)
N  -1.283456  2.199329  -0.732028  0.15
N  -0.227903  -0.673665  1.036957  0.04
C  -0.486521  -0.247569  -0.341236  -0.31
C  -0.949178  1.100647  -0.574252  -0.18
C  0.908225  -0.520584  0.160822  -0.16
H  -0.417111  -0.933724  -1.158968  0.13
H  -0.260354  0.172930  1.604794  0.11
H  1.327729  -1.491305  -0.117871  0.11
H  1.564759  0.329936  0.125969  0.11

Atoms 1-2, force components in eV/Å:
0.2370 -1.2122 0.2025
-0.0211 0.0366 0.1841

**HOMO level**: -10.06 eV
**SMILES**: N#C[C@H]1CN1
**Frontier orbital gap**: 10.955 eV
**Maximum force**: 0.04438 hartree/bohr
**LUMO**: 0.896 eV
**Energy relative to the best compared isomer or geometry (same formula, charge and spin)**: 53.0 kcal/mol
**Electronic energy**: -6153.601 eV

---

Computed, not measured: a structure of composition C3H4N2 at a distorted geometry, with the ωB97M-V functional and the def2-TZVPD basis.

Last column: Löwdin charge in e.
Element x y z (Å)
N  2.151817  0.213419  -0.245161  0.05
N  1.364700  -0.609060  -0.737740  0.03
C  0.971669  0.844627  0.610079  0.00
C  -1.148149  -0.452454  -0.187793  -0.06
C  0.222706  -0.050097  -0.000968  -0.39
H  -0.960327  -1.286454  -0.897377  0.09
H  -1.563546  -0.812234  0.771239  0.09
H  -1.902592  0.351677  -0.430971  0.10
H  0.863719  1.800572  1.118691  0.08

Atoms 1-2, force components in eV/Å:
0.4475 0.3045 0.2700
0.9245 -0.3052 -0.3291

**HOMO level**: -9.28 eV
**Frontier orbital gap**: 8.803 eV
**Maximum force**: 0.03201 hartree/bohr
**LUMO**: -0.480 eV
**Energy relative to the best compared isomer or geometry (same formula, charge and spin)**: 110.6 kcal/mol
**Electronic energy**: -6151.105 eV